[1]
Here is an isolated ion of composition C11H15N4 and charge +1 from the OMol25 dataset. Energies are from ωB97M-V with the def2-TZVPD basis set.

Frontier orbital gap = 8.05 eV
SMILES string = NC/[NH+]=C/[C@@H]1CCN=C1c1ccncc1
Net charge = +1
Maximum force = 5.6 eV/Å
E = -17600.18593 eV
ΔE to the lowest compared entry with this formula, charge and spin = 71.2 kcal/mol
LUMO level = -4.69 eV
Spin multiplicity = 1
HOMO level = -12.7 eV

Atoms and positions in Å:
N 3.4894 2.6288 -1.0620
C 2.4187 1.6394 -0.9580
N 2.3215 0.5690 -0.0380
C 1.2399 0.5109 0.7353
C 0.4982 -0.7232 1.2253
C 1.1320 -2.1424 1.0959
C 0.9610 -2.4796 -0.3899
N -0.2337 -1.9505 -0.8095
C -0.6409 -1.0204 -0.1651
C -1.8722 -0.4309 0.0382
C -1.9072 0.8395 0.6646
C -3.0791 1.5710 0.5031
N -4.2319 0.9269 0.1470
C -4.2779 -0.3570 -0.2319
C -3.0536 -1.1261 -0.3205
H 3.3961 3.0249 -2.0629
H 3.4844 3.4490 -0.4489
H 2.4442 1.1535 -2.0484
H 1.4127 2.1774 -0.9734
H 2.8788 -0.2514 -0.0119
H 0.7215 1.4726 0.7236
H -0.0839 -0.4324 2.0718
H 0.4034 -2.7838 1.6177
H 2.1249 -2.2883 1.4923
H 1.7519 -1.8005 -0.7644
H 1.0233 -3.5273 -0.5544
H -1.1106 1.4548 1.0336
H -2.9718 2.5705 0.7645
H -5.2803 -0.6529 -0.3670
H -2.9587 -2.0215 -0.9067

[2]
Here is one molecule with the formula C11H15NO from the OMol25 dataset. Energies are from ωB97M-V with the def2-TZVPD basis set.

Frontier orbital gap = 10.17 eV
SMILES string = CC[C@H]1CC[C@@H](c2cccnc2)O1
Maximum force = 0.6 eV/Å
E = -15187.92195 eV
ΔE to the lowest compared entry with this formula, charge and spin = 0.0 kcal/mol
LUMO level = 0.91 eV
Spin multiplicity = 1
HOMO level = -9.3 eV

Atoms and positions in Å:
C -0.4537 -4.3727 -0.5606
C -0.0721 -2.9942 -0.0485
C 0.2653 -1.9957 -1.1569
C -0.9490 -1.4688 -1.9295
C -1.2358 -0.1393 -1.2436
C 0.1870 0.3272 -0.9082
C 0.2782 1.3311 0.2104
C 0.4037 0.9539 1.5445
C 0.4364 1.9392 2.5204
C 0.3226 3.2755 2.1302
N 0.1918 3.6512 0.8623
C 0.1838 2.6945 -0.0620
O 0.8815 -0.8560 -0.5639
H -1.3276 -4.3243 -1.2238
H -0.6916 -5.0549 0.2578
H 0.3744 -4.8261 -1.1247
H 0.8115 -3.0602 0.5986
H -0.8759 -2.5813 0.5758
H 0.9927 -2.4678 -1.8450
H -0.6668 -1.2967 -2.9793
H -1.7977 -2.1575 -1.9061
H -1.7739 0.5709 -1.8628
H -1.7906 -0.2726 -0.3060
H 0.6401 0.7645 -1.8162
H 0.4948 -0.0945 1.7960
H 0.5693 1.6855 3.5675
H 0.3643 4.0776 2.8696
H 0.0845 3.0239 -1.1028

[3]
Here is a 2-piece molecular cluster, C11H15NO overall from the OMol25 dataset. Energies are from ωB97M-V with the def2-TZVPD basis set.

Frontier orbital gap = 8.69 eV
SMILES string = Cc1c[nH]c2ccccc12.CCO
Maximum force = 2.7 eV/Å
E = -15186.43533 eV
ΔE to the lowest compared entry with this formula, charge and spin = 34.3 kcal/mol
LUMO level = 0.87 eV
Spin multiplicity = 1
HOMO level = -7.8 eV

Atoms and positions in Å:
C -0.0684 2.2445 -1.2291
C 0.7381 1.0096 -1.1085
C 1.0186 0.1133 -2.1354
N 1.7482 -0.9232 -1.5959
C 1.8515 -0.8210 -0.2106
C 1.9646 -1.8017 0.8129
C 1.9302 -1.3209 2.1031
C 1.4891 -0.0126 2.4245
C 0.9959 0.8190 1.4268
C 1.1785 0.4019 0.1173
H -0.0362 2.6703 -0.2063
H -1.0884 2.3135 -1.5802
H 0.4631 2.8677 -1.9806
H 0.9313 0.2670 -3.2211
H 2.3308 -1.5141 -2.1654
H 2.2710 -2.8071 0.5508
H 2.1321 -1.9780 2.9332
H 1.7373 0.4451 3.3771
H 0.5176 1.7356 1.7270
C -1.7450 -1.0832 0.1767
C -2.7464 -0.1272 -0.4507
O -3.7854 0.4812 0.3112
H -1.4778 -0.4967 1.0446
H -0.9363 -1.0142 -0.5626
H -2.0987 -2.0630 0.4664
H -2.3809 0.7395 -1.0208
H -3.2828 -0.6404 -1.2720
H -3.6515 0.4953 1.2677

[4]
Here is a 2-piece molecular cluster, C11H15NO overall from the OMol25 dataset. Energies are from ωB97M-V with the def2-TZVPD basis set.

Frontier orbital gap (spin up / spin down) = 9.19 / 5.65 eV
Net charge = +1
Maximum force = 3.0 eV/Å
E = -15179.36249 eV
ΔE to the lowest compared entry with this formula, charge and spin = 32.3 kcal/mol
LUMO level (spin up / spin down) = -3.68 / -7.22 eV
Spin multiplicity = 2
HOMO level (spin up / spin down) = -12.9 / -12.9 eV

Atoms and positions in Å:
C -1.9367 3.1278 -1.8992
C -0.8535 1.5864 -0.0345
C -0.7893 2.3513 -1.2826
C 0.4301 0.8945 0.0513
C 0.4125 2.1857 -1.8412
C -1.6365 1.5676 1.0794
C -1.2591 0.7162 2.1490
C -0.0131 0.0689 2.2160
C 0.8407 0.0769 1.1552
N 1.1942 1.3809 -0.9016
H -2.6032 1.9862 1.1571
H -1.9660 0.6432 2.9359
H 0.1808 -0.5294 3.0850
H -2.5202 3.5384 -1.0775
H -2.5476 2.3904 -2.4199
H 1.0350 2.4519 -2.6679
H 2.0991 1.0211 -1.1682
H 1.7870 -0.4413 1.0920
H -1.5691 3.9394 -2.5157
C 1.1655 -3.3679 0.2080
C 1.8716 -4.1118 -0.9247
O 0.0848 -4.1793 0.6842
H 1.8106 -3.0997 1.0433
H 0.6894 -2.4607 -0.1933
H 2.5842 -4.8215 -0.5067
H -0.7683 -3.9064 0.3705
H 2.5316 -3.3966 -1.4322
H 1.1626 -4.5844 -1.5834

[5]
Here is a 2-piece molecular cluster, C11H15NO overall from the OMol25 dataset. Energies are from ωB97M-V with the def2-TZVPD basis set.

Frontier orbital gap (spin up / spin down) = 8.55 / 5.31 eV
Net charge = +1
Maximum force = 7.6 eV/Å
E = -15177.38842 eV
ΔE to the lowest compared entry with this formula, charge and spin = 77.8 kcal/mol
LUMO level (spin up / spin down) = -4.02 / -7.26 eV
Spin multiplicity = 2
HOMO level (spin up / spin down) = -12.6 / -12.6 eV

Atoms and positions in Å:
C -1.2534 2.4587 -1.6176
C 0.7077 1.5644 -0.2568
C 0.1613 2.5654 -1.1551
C 2.0921 1.8856 0.0025
C 1.2069 3.5561 -1.3310
C 0.0957 0.3071 0.2147
C 0.7664 -0.6044 1.0332
C 2.1398 -0.1959 1.3048
C 2.8174 0.9562 0.8621
N 2.3199 3.0436 -0.6537
H -0.9333 0.1286 -0.0078
H 0.1901 -1.2539 1.5278
H 2.6743 -1.1163 1.8216
H -1.7389 1.4685 -1.1286
H -1.2580 2.3541 -2.6832
H 1.3244 4.4482 -1.7968
H 3.1011 3.6725 -0.5203
H 4.0218 1.0804 1.0650
H -1.8877 3.2728 -1.3905
C -1.5338 -2.9392 0.9382
C -2.3548 -3.2821 -0.3262
O -1.6966 -4.0573 1.7898
H -0.4761 -2.8298 0.6809
H -1.7925 -2.2041 1.5319
H -2.2104 -2.4145 -0.9466
H -0.8948 -4.4129 2.1823
H -3.5119 -3.2712 -0.2221
H -2.0765 -4.1806 -0.9185

[6]
Here is a 2-piece molecular cluster, C11H15NS overall from the OMol25 dataset. Energies are from ωB97M-V with the def2-TZVPD basis set.

Frontier orbital gap = 8.82 eV
SMILES string = Cc1c[nH]c2ccccc12.CCS
Maximum force = 1.1 eV/Å
E = -23975.65651 eV
ΔE to the lowest compared entry with this formula, charge and spin = 6.9 kcal/mol
LUMO level = 0.86 eV
Spin multiplicity = 1
HOMO level = -8.0 eV

Atoms and positions in Å:
C -0.2046 -0.3787 -4.1686
C 0.7958 -0.3605 -3.0472
C 2.1506 -0.2397 -3.0835
N 2.6702 -0.3470 -1.8163
C 1.6537 -0.6323 -0.9377
C 1.7151 -0.8803 0.4231
C 0.5322 -1.0951 1.0938
C -0.6820 -1.1063 0.3835
C -0.7295 -0.8755 -0.9789
C 0.4588 -0.6023 -1.6735
H 0.2808 -0.6139 -5.1079
H -0.7840 0.5406 -4.2582
H -0.9128 -1.1833 -3.9779
H 2.8352 -0.1952 -3.9152
H 3.6419 -0.3353 -1.5698
H 2.6932 -0.9114 0.8933
H 0.4766 -1.3531 2.1440
H -1.6826 -1.2445 0.7836
H -1.6827 -0.8883 -1.4824
C -0.7190 2.3896 2.2965
C -2.1181 1.9818 2.7831
S -2.1739 0.3825 3.6473
H -0.8450 3.0998 1.4734
H -0.2457 1.5516 1.7862
H -0.1257 2.8046 3.0981
H -2.5366 2.6774 3.5061
H -2.7706 1.8998 1.9200
H -1.2155 -0.3479 3.0679

[7]
Here is one molecule with the formula C11H15NSSi from the OMol25 dataset. Energies are from ωB97M-V with the def2-TZVPD basis set.

Frontier orbital gap (spin up / spin down) = 5.65 / 3.25 eV
Maximum force = 3.1 eV/Å
E = -31848.81860 eV
ΔE to the lowest compared entry with this formula, charge and spin = 105.7 kcal/mol
LUMO level (spin up / spin down) = -1.02 / -2.34 eV
Spin multiplicity = 1
HOMO level (spin up / spin down) = -6.7 / -5.6 eV

Atoms and positions in Å:
C 0.2180 -1.5675 -2.7715
C -0.9181 -2.4015 -2.8522
C 0.3907 -0.6026 -1.7488
C -1.7927 -2.3326 -1.7676
C -0.5077 -0.5855 -0.6372
C -1.6175 -1.4024 -0.7915
C -2.6713 -2.6657 0.8870
C -0.3257 0.0166 0.6005
C 1.3182 2.6874 -0.2076
C 2.6640 0.5752 1.3945
C 0.1445 2.3171 2.4824
N -2.5447 -1.5370 0.3295
Si 0.9104 1.2743 1.0181
S -2.6119 -3.9415 1.8118
H 0.7944 -1.6153 -3.7309
H -1.0495 -3.0943 -3.6846
H 1.2396 0.0664 -1.7918
H -2.7849 -2.7300 -1.8982
H -1.1280 -0.2354 1.2684
H 2.0459 2.5850 -1.0678
H 0.4057 3.0606 -0.7237
H 1.5982 3.5505 0.3652
H 3.0658 -0.4184 1.1747
H 3.3445 1.2112 0.8477
H 2.8454 0.7021 2.3881
H 0.7358 3.1809 2.8953
H -0.8067 2.6777 2.0235
H -0.1828 1.8833 3.4350
H -2.7796 -0.6587 0.7515

[8]
Here is C11H16AlBrCl3O6 as an isolated structure from the OMol25 dataset. Energies are from ωB97M-V with the def2-TZVPD basis set.

Frontier orbital gap = 7.83 eV
Net charge = -1
Maximum force = 0.4 eV/Å
E = -138165.14787 eV
LUMO level = 2.10 eV
Spin multiplicity = 1
HOMO level = -5.7 eV

Atoms and positions in Å:
C 1.6305 1.2683 0.9642
C 0.2407 0.8639 0.5602
Cl 0.0348 -0.8731 0.4351
C -0.8014 1.6486 0.2920
Cl -0.4566 3.3820 0.4151
Al -2.6936 1.2521 -0.2857
Cl -3.4491 -0.7041 0.3571
Br -4.0695 2.8482 0.8462
H 2.3636 0.5287 0.6359
H 1.8830 2.2252 0.5098
H 1.6982 1.3316 2.0545
H -2.8764 1.4936 -1.8425
C 6.7808 5.1147 0.8374
C 5.6199 4.1815 0.6089
C 4.7846 3.8711 1.8338
O 4.3050 2.5553 1.5525
C 5.1869 1.9563 0.7170
O 5.1883 0.8049 0.4348
O 6.0795 2.8673 0.2486
H 6.4286 6.0537 1.2658
H 7.5024 4.6606 1.5173
H 7.2932 5.3333 -0.0986
H 4.9851 4.5429 -0.2048
H 3.9424 4.5443 1.9732
H 5.3873 3.8406 2.7457
C -4.3197 -3.5975 -1.1447
C -5.3938 -4.6507 -1.1621
C -4.9263 -6.0591 -0.8597
O -5.8556 -6.8656 -1.5967
C -6.3244 -6.1177 -2.6266
O -6.9723 -6.5501 -3.5264
O -5.9518 -4.8319 -2.4855
H -3.8094 -3.5906 -0.1828
H -3.5897 -3.7861 -1.9336
H -4.7356 -2.6070 -1.3059
H -6.2189 -4.3719 -0.5009
H -4.9704 -6.3181 0.1948
H -3.9203 -6.2450 -1.2435